(1)
C24H48AlF6IMg2N2NaO9S2 | ωB97M-V/def2-TZVPD

CARTESIAN COORDINATES (ANGSTROEM)
O 1.170 -2.158 -0.231
C 0.105 -2.114 0.314
C 0.088 -2.464 1.840
S -1.178 -3.699 2.335
O -2.418 -2.962 2.522
O -0.905 -4.231 3.673
N -1.482 -4.868 1.199
S -0.118 -5.783 0.851
O -0.587 -6.925 0.054
O 0.913 -5.096 0.066
C 0.697 -6.502 2.329
C 1.864 -5.558 2.807
C 2.565 -5.965 4.149
I 1.160 -6.014 5.825
H -0.818 -1.869 -0.280
H -0.232 -1.509 2.351
H 1.108 -2.692 2.230
H -0.009 -6.806 3.144
H 1.184 -7.456 1.983
H 2.632 -5.455 1.998
H 1.412 -4.554 2.982
H 3.270 -5.129 4.391
H 3.201 -6.884 4.093
C -4.184 2.118 -2.805
C -2.944 1.379 -3.376
C -3.132 1.109 -4.884
C -4.111 -0.036 -5.188
C -3.727 -1.294 -4.401
C -3.591 -1.027 -2.892
N -2.718 0.139 -2.604
O -1.508 -0.219 -2.799
C -4.999 -0.815 -2.290
C -3.077 -2.288 -2.188
C -1.789 2.387 -3.209
H -4.371 1.851 -1.764
H -4.048 3.202 -2.807
H -5.092 1.928 -3.378
H -2.166 0.858 -5.336
H -3.471 2.020 -5.384
H -5.139 0.262 -4.963
H -4.090 -0.258 -6.258
H -4.467 -2.077 -4.575
H -2.782 -1.679 -4.801
H -4.938 -0.554 -1.230
H -5.587 -1.730 -2.364
H -5.585 -0.050 -2.796
H -2.122 -2.625 -2.592
H -3.770 -3.123 -2.300
H -2.958 -2.094 -1.119
H -1.606 2.604 -2.153
H -2.024 3.332 -3.707
H -0.858 2.034 -3.651
C 2.146 -0.933 5.453
C 2.911 -2.163 5.043
O 2.364 -3.250 4.977
C 4.367 -1.988 4.714
H 1.109 -1.202 5.658
H 2.583 -0.508 6.358
H 2.163 -0.198 4.647
H 4.902 -1.606 5.585
H 4.475 -1.302 3.874
H 4.798 -2.949 4.435
Na -4.294 5.143 -2.899
F 5.560 0.991 3.121
Al 7.023 0.258 2.434
F 7.137 0.769 0.779
F 6.912 -1.462 2.524
F 8.398 0.812 3.317
Mg -1.106 -4.651 5.800
C 2.653 2.509 -3.460
C 2.352 3.267 -2.184
C 2.595 4.702 -2.605
O 2.278 4.785 -4.003
C 2.125 3.457 -4.521
H 2.191 1.522 -3.503
H 3.733 2.386 -3.573
H 1.299 3.132 -1.911
H 2.966 2.964 -1.338
H 3.671 4.987 -2.479
H 1.987 5.408 -2.050
H 1.056 3.292 -4.706
H 2.660 3.365 -5.467
F 3.818 5.777 -1.081
C -0.550 6.712 0.824
C -1.620 6.204 1.820
C -1.262 4.756 2.236
O -2.799 6.178 1.192
H -0.496 6.092 -0.076
H -0.755 7.739 0.516
H 0.440 6.699 1.291
H -1.507 6.819 2.729
H -1.230 4.076 1.380
H -1.983 4.362 2.955
H -0.276 4.732 2.712
Mg 5.215 2.919 2.142
F -2.774 -3.264 4.527

Atoms 1-3, force components in eV/Å:
O -0.009 0.635 -0.431
C 0.650 -1.209 0.620
C -0.253 1.024 0.181

The multiplicity is 1. The net charge is +1. The HOMO energy is -8.647 eV. For the LUMO energy, the calculation gives -6.8 eV.

How positive or negative is each atom? The Löwdin charges in e answer that:
1 O 0.052
2 C -0.268
3 C -0.173
4 S 0.542
5 O -0.359
6 O -0.537
7 N -0.285
8 S 0.547
9 O -0.362
10 O -0.341
11 C -0.256
12 C -0.311
13 C -0.462
14 I 1.051
15 H 0.115
16 H 0.117
17 H 0.093
18 H 0.073
19 H 0.117
20 H 0.138
21 H 0.048
22 H 0.040
23 H 0.084
24 C -0.015
25 C -0.448
26 C -0.109
27 C -0.155
28 C -0.106
29 C -0.470
30 N 0.013
31 O 0.104
32 C -0.021
33 C -0.017
34 C -0.023
35 H 0.108
36 H 0.003
37 H 0.088
38 H 0.136
39 H 0.130
40 H 0.107
41 H 0.126
42 H 0.139
43 H 0.137
44 H 0.103
45 H 0.103
46 H 0.063
47 H 0.096
48 H 0.107
49 H 0.091
50 H 0.105
51 H 0.085
52 H 0.079
53 C -0.006
54 C -0.465
55 O -0.043
56 C 0.000
57 H 0.083
58 H 0.092
59 H 0.087
60 H 0.102
61 H 0.070
62 H 0.090
63 Na 0.868
64 F -0.261
65 Al -0.067
66 F -0.189
67 F -0.178
68 F -0.183
69 Mg 0.856
70 C -0.169
71 C -0.164
72 C -0.221
73 O -0.100
74 C -0.198
75 H 0.112
76 H 0.122
77 H 0.104
78 H 0.101
79 H 0.123
80 H 0.110
81 H 0.101
82 H 0.121
83 F -0.435
84 C -0.067
85 C -0.635
86 C -0.073
87 O -0.138
88 H 0.062
89 H 0.073
90 H 0.076
91 H 0.125
92 H 0.063
93 H 0.072
94 H 0.067
95 Mg 1.224
96 F -0.537


(2)
C2H5NO3S | ωB97M-V/def2-TZVPD

CARTESIAN COORDINATES (ANGSTROEM)
C -0.284 0.321 -0.627
C -1.296 -0.669 -0.920
N 2.629 1.134 0.754
O 0.911 -0.198 -0.858
O 3.131 -1.107 -0.193
O -0.538 1.411 -0.171
S 2.658 0.214 -0.587
H -0.777 -1.614 -1.188
H -1.901 -0.754 -0.026
H -2.128 -0.480 -1.682
H 2.382 0.515 1.547
H 2.048 2.030 0.725

Atoms 1-3, force components in eV/Å:
C 0.068 1.805 0.231
C -2.262 -2.232 -1.410
N -1.189 0.670 1.030

The multiplicity is 1. The relative energy (zero: lowest compared OMol25 entry of this formula, charge and spin) comes out at 37.2 kcal/mol. The HOMO energy is -10.360 eV. For the LUMO energy, the calculation gives 0.6 eV.

How positive or negative is each atom? The Löwdin charges in e answer that:
1 C -0.652
2 C -0.010
3 N -0.195
4 O -0.233
5 O -0.426
6 O 0.071
7 S 0.944
8 H 0.100
9 H 0.089
10 H 0.122
11 H 0.082
12 H 0.109


(3)
C3H3F3N3 | ωB97M-V/def2-TZVPD

CARTESIAN COORDINATES (ANGSTROEM)
C 1.782 0.432 0.325
C 0.848 -1.322 -0.597
C -1.778 0.054 0.014
N 1.923 -0.750 -0.335
N 0.578 0.765 0.504
N -0.323 -0.130 0.090
F -2.112 1.041 0.810
F -2.306 -1.137 0.317
F -2.250 0.341 -1.234
H 2.741 0.969 0.526
H 0.379 -2.122 -1.066
H 0.517 1.859 0.646

Atoms 1-3, force components in eV/Å:
C 9.775 -4.981 -2.691
C -0.076 1.270 1.000
C -1.119 -0.168 -1.310

The multiplicity is 3. The net charge is +1. The relative energy (zero: lowest compared OMol25 entry of this formula, charge and spin) comes out at 18.7 kcal/mol. The HOMO energy (alpha / beta) is -12.585 / -17.167 eV. For the LUMO energy (alpha / beta), the calculation gives -3.9 / -8.8 eV.

How positive or negative is each atom? The Löwdin charges in e answer that:
1 C -0.114
2 C 0.143
3 C -0.588
4 N 0.119
5 N 0.071
6 N 0.214
7 F 0.220
8 F 0.198
9 F 0.173
10 H 0.182
11 H 0.116
12 H 0.266


(4)
C24H54BIO7PS | ωB97M-V/def2-TZVPD

CARTESIAN COORDINATES (ANGSTROEM)
C 3.246 0.925 1.598
C 3.706 2.023 0.624
C 2.557 2.902 0.113
C 1.781 3.657 1.206
C 0.305 3.227 1.411
C -0.520 3.005 0.120
B -1.195 1.504 -0.065
C -0.364 0.219 0.514
C 0.199 -0.705 -0.560
O 1.400 -0.132 -1.137
C 1.313 0.144 -2.445
O 2.237 -0.055 -3.143
O -1.484 1.297 -1.539
C -2.817 1.328 -1.810
C -3.302 0.491 -3.020
C -2.432 -0.735 -3.369
C -2.766 -2.023 -2.628
C -1.749 -3.120 -2.981
C -1.905 -4.357 -2.053
C -0.658 -4.528 -1.178
P -2.983 3.118 -2.493
S -1.567 3.522 -3.804
C -3.602 1.262 -0.399
C -4.850 2.147 -0.456
C -3.972 -0.129 0.197
I -5.672 -1.118 -0.732
C -4.339 0.063 1.703
C -3.408 -0.706 2.654
O -2.597 1.679 0.455
H 2.619 0.235 1.042
H 2.743 1.339 2.469
H 4.128 0.342 1.873
H 4.559 2.587 1.004
H 4.078 1.473 -0.249
H 3.019 3.663 -0.528
H 1.939 2.292 -0.542
H 1.825 4.740 1.090
H 2.297 3.456 2.153
H -0.175 4.054 1.949
H 0.262 2.382 2.103
H -1.341 3.725 0.081
H 0.063 3.195 -0.788
H -1.071 -0.389 1.097
H 0.468 0.464 1.175
H 0.528 -1.620 -0.055
H -0.540 -1.013 -1.298
H 0.418 0.616 -2.872
H -3.208 1.140 -3.899
H -4.361 0.245 -2.963
H -1.377 -0.489 -3.334
H -2.650 -0.938 -4.424
H -2.710 -1.909 -1.542
H -3.773 -2.365 -2.859
H -1.801 -3.398 -4.035
H -0.747 -2.724 -2.797
H -2.811 -4.286 -1.453
H -1.965 -5.241 -2.694
H 0.171 -4.800 -1.835
H -0.772 -5.346 -0.464
H -0.407 -3.621 -0.630
H -2.937 4.044 -1.431
H -4.209 3.253 -3.189
H -5.614 1.845 0.262
H -4.638 3.189 -0.228
H -5.325 2.042 -1.431
H -3.066 -0.730 0.196
H -4.401 1.117 1.951
H -5.345 -0.323 1.867
H -3.139 -1.666 2.212
H -2.545 -0.103 2.920
H -3.983 -0.940 3.552
C 3.193 -3.127 1.976
O 2.238 -2.293 2.622
H 3.246 -2.834 0.929
H 4.176 -3.002 2.436
H 2.886 -4.172 2.045
H 2.201 -2.560 3.546
C 5.007 -6.445 3.053
O 4.055 -5.625 3.721
H 5.045 -6.137 2.010
H 5.998 -6.320 3.499
H 4.712 -7.496 3.106
H 4.028 -5.904 4.642
C 5.968 5.127 0.760
O 5.132 5.004 1.905
H 6.355 4.144 0.506
H 5.390 5.515 -0.082
H 6.801 5.801 0.981
H 4.798 5.885 2.109

Atoms 1-3, force components in eV/Å:
C 0.768 0.320 -0.677
C -0.395 -0.805 -0.379
C 0.850 0.775 0.047

The multiplicity is 1. The net charge is -1. The HOMO energy is -5.005 eV. For the LUMO energy, the calculation gives 2.0 eV.

How positive or negative is each atom? The Löwdin charges in e answer that:
1 C -0.098
2 C -0.251
3 C -0.200
4 C -0.201
5 C -0.204
6 C -0.085
7 B -0.751
8 C -0.027
9 C -0.174
10 O -0.026
11 C -0.375
12 O 0.091
13 O -0.076
14 C -0.514
15 C -0.178
16 C -0.177
17 C -0.257
18 C -0.211
19 C -0.250
20 C -0.113
21 P 0.459
22 S 0.078
23 C -0.524
24 C -0.088
25 C -0.568
26 I 0.893
27 C -0.317
28 C -0.094
29 O 0.001
30 H 0.046
31 H 0.068
32 H 0.066
33 H 0.075
34 H 0.103
35 H 0.101
36 H 0.087
37 H 0.094
38 H 0.091
39 H 0.094
40 H 0.091
41 H 0.071
42 H 0.088
43 H 0.090
44 H 0.080
45 H 0.106
46 H 0.091
47 H 0.137
48 H 0.061
49 H 0.061
50 H 0.091
51 H 0.117
52 H 0.077
53 H 0.075
54 H 0.108
55 H 0.094
56 H 0.098
57 H 0.093
58 H 0.074
59 H 0.063
60 H 0.054
61 H -0.013
62 H -0.021
63 H 0.064
64 H 0.077
65 H 0.058
66 H 0.069
67 H 0.104
68 H 0.043
69 H 0.074
70 H 0.073
71 H 0.064
72 C -0.166
73 O -0.126
74 H 0.079
75 H 0.074
76 H 0.060
77 H 0.071
78 C -0.154
79 O -0.138
80 H 0.079
81 H 0.075
82 H 0.074
83 H 0.076
84 C -0.164
85 O -0.133
86 H 0.072
87 H 0.078
88 H 0.070
89 H 0.075


(5)
C4H5NOS | ωB97M-V/def2-TZVPD

CARTESIAN COORDINATES (ANGSTROEM)
C -2.090 -0.899 0.007
C -0.926 -0.247 0.000
C 1.461 -0.056 0.003
C 1.079 1.408 -0.001
H -3.015 -0.364 -0.004
H -2.135 -1.983 -0.004
H 0.404 -1.856 -0.001
H 1.505 1.904 -0.886
H 1.504 1.908 0.891
N 0.343 -0.851 -0.008
O 2.604 -0.479 0.003
S -0.735 1.514 0.000

Atoms 1-3, force components in eV/Å:
C 0.588 -0.126 -0.070
C 0.131 -0.236 0.009
C 0.688 -0.736 -0.081

The multiplicity is 1. The relative energy (zero: lowest compared OMol25 entry of this formula, charge and spin) comes out at 0.0 kcal/mol. As for the SMILES: C=C1NC(=O)CS1. The HOMO energy is -8.618 eV. For the LUMO energy, the calculation gives 0.7 eV.

How positive or negative is each atom? The Löwdin charges in e answer that:
1 C -0.021
2 C -0.647
3 C -0.523
4 C -0.360
5 H 0.044
6 H 0.059
7 H 0.161
8 H 0.093
9 H 0.097
10 N 0.081
11 O 0.066
12 S 0.950


(6)
C13H21N3O5 | ωB97M-V/def2-TZVPD

CARTESIAN COORDINATES (ANGSTROEM)
O 4.140 -0.382 1.305
O 0.657 1.416 3.382
O 0.049 -1.133 -1.345
O -3.306 -0.778 -0.577
O 2.856 1.283 2.836
C 3.706 -1.116 0.400
C 1.639 0.765 3.231
C 0.108 -0.243 -0.447
C -2.873 -0.153 -1.570
N -3.285 -0.453 -2.823
N 2.429 -1.110 -0.004
N -0.774 0.795 -0.390
C 4.499 -2.161 -0.288
C -3.963 -1.662 -3.136
C 1.607 -0.815 2.995
C -0.779 1.942 0.559
C -1.811 3.031 0.041
C 0.812 -1.131 1.777
C -2.779 2.275 -0.883
C 1.244 -0.356 0.505
C -1.844 1.049 -1.382
H 3.289 0.741 2.146
H -3.077 0.106 -3.644
H 2.104 -1.675 -0.710
H 5.321 -2.487 0.283
H 5.022 -1.668 -1.114
H 3.843 -2.842 -0.676
H -4.258 -1.564 -4.145
H -3.196 -2.505 -3.020
H -4.936 -1.850 -2.561
H 1.215 -1.316 3.939
H 2.560 -1.175 2.922
H 0.192 2.383 0.603
H -1.012 1.681 1.509
H -1.059 3.760 -0.458
H -2.276 3.443 0.850
H -0.274 -0.782 1.938
H 0.788 -2.201 1.573
H -3.090 2.915 -1.627
H -3.642 1.932 -0.305
H 1.519 0.699 0.648
H -1.367 1.342 -2.336

Atoms 1-3, force components in eV/Å:
O -0.027 -0.445 -1.019
O -0.229 0.573 1.016
O -0.329 1.776 1.383

The multiplicity is 1. The relative energy (zero: lowest compared OMol25 entry of this formula, charge and spin) comes out at 50.4 kcal/mol. As for the SMILES: CNC(=O)[C@H]1CCCN1C(=O)[C@@H](CCC(=O)O)NC(C)=O. The HOMO energy is -9.541 eV. For the LUMO energy, the calculation gives 0.6 eV.

How positive or negative is each atom? The Löwdin charges in e answer that:
1 O 0.028
2 O 0.110
3 O 0.035
4 O 0.035
5 O 0.055
6 C -0.475
7 C -0.465
8 C -0.368
9 C -0.426
10 N -0.010
11 N 0.139
12 N 0.031
13 C 0.031
14 C -0.096
15 C -0.094
16 C -0.102
17 C -0.116
18 C -0.119
19 C -0.085
20 C -0.180
21 C -0.127
22 H 0.031
23 H 0.142
24 H 0.096
25 H 0.082
26 H 0.107
27 H 0.057
28 H 0.058
29 H 0.120
30 H 0.113
31 H 0.147
32 H 0.063
33 H 0.109
34 H 0.072
35 H 0.144
36 H 0.071
37 H 0.152
38 H 0.132
39 H 0.079
40 H 0.123
41 H 0.149
42 H 0.150


Question: Among the records above, which one has the highest multiplicity?
Answer: C3H3F3N3


Question: What is the multiplicity in the second record?
Answer: 1